Molecular formula: C34H72IN4O5Si2
Method: DFT, wB97M-V/def2-TZVPD

Summary:
E_LUMO (alpha / beta), Ha: 0.015 / 0.008
DFT total energy, Ha: -2810.0024
Molar mass, g mol⁻¹: 800.049
Spin multiplicity: 4

XYZ file:
```
118
Properties=species:S:1:pos:R:3:forces:R:3
C 4.30752 5.25486 -0.23782 0.0 0.2 -0.1
C 3.17463 5.34537 0.75451 -0.3 -0.2 -0.6
O 3.26296 5.93523 1.79366 0.2 0.0 0.5
N 1.97132 4.67532 0.33738 0.3 0.0 0.3
C 1.04131 5.60354 -0.31857 0.0 -0.1 -0.1
C 1.35418 3.92693 1.44361 -0.1 0.2 0.0
C 0.51797 2.77205 0.91542 -0.2 0.0 0.0
C 1.25705 1.82353 -0.02946 0.2 -0.1 0.0
C 2.65819 1.41453 0.44861 0.6 1.3 -0.1
Si 3.33455 -0.00482 -0.52076 -4.0 9.2 14.4
I 5.51590 -0.59510 0.43146 0.5 0.1 0.1
O 3.49529 0.38463 -2.10461 3.5 12.7 -4.7
Si 4.24505 1.66636 -2.82702 0.2 1.4 -0.2
H 4.29030 4.30941 -0.77923 0.0 0.0 0.1
H 4.17382 6.05581 -0.97523 0.0 -0.1 0.0
H 5.26006 5.40974 0.26794 -0.1 0.0 0.0
H 1.55088 6.52637 -0.60903 0.0 -0.1 0.0
H 0.60438 5.16619 -1.22105 0.0 0.0 0.1
H 0.22978 5.87721 0.36865 0.1 0.0 -0.1
H 0.71617 4.59021 2.04717 0.1 -0.1 0.0
H 2.14453 3.57357 2.11172 0.0 0.0 -0.2
H -0.35630 3.17995 0.39374 0.0 -0.1 0.1
H 0.11381 2.21559 1.76853 0.1 0.1 0.0
H 0.64837 0.91810 -0.15389 0.0 0.2 0.0
H 1.32652 2.28733 -1.01981 0.1 0.0 0.0
H 3.35529 2.26133 0.38074 -0.2 0.3 0.2
H 2.65389 1.10919 1.50455 0.0 -0.1 -0.2
H 2.50957 -1.22079 -0.45384 -0.7 6.0 10.4
H 5.38494 2.12319 -2.00192 0.0 -0.1 0.0
H 4.70973 1.23860 -4.15676 0.0 0.0 0.0
H 3.27924 2.77902 -2.95222 0.0 0.0 -0.1
C -5.79772 2.00309 3.65618 0.0 0.0 0.0
C -4.27201 1.83808 3.61905 0.2 0.1 -0.1
C -3.66957 1.70626 5.02747 -0.1 -0.1 0.0
C -3.65652 3.00575 5.82301 0.0 0.0 0.0
C -2.96371 4.11971 5.04382 0.0 0.1 0.0
C -3.57160 4.34327 3.65273 0.1 -0.2 -0.2
N -3.59151 3.00844 2.95561 -0.2 -0.1 0.4
O -2.52781 2.69843 2.32969 0.2 0.3 -0.3
C -4.96481 4.96061 3.75629 0.0 0.0 -0.1
C -2.69762 5.28192 2.82625 0.0 0.0 0.1
C -3.91493 0.60690 2.79847 -0.2 -0.2 0.1
H -6.25787 1.02616 3.51004 0.0 0.0 0.1
H -6.16013 2.39832 4.60431 0.0 0.0 0.0
H -6.14567 2.65497 2.85671 0.0 0.0 0.0
H -2.64123 1.34868 4.91833 0.0 0.0 0.0
H -4.22660 0.92805 5.55711 0.0 0.0 0.0
H -4.67229 3.30352 6.09771 0.0 0.0 0.0
H -3.12499 2.84205 6.76248 0.0 0.0 0.0
H -3.01111 5.06567 5.59104 0.0 0.0 0.0
H -1.90557 3.87125 4.91782 0.0 0.0 0.0
H -5.44382 4.99436 2.77694 0.0 0.0 0.0
H -4.85125 5.98467 4.11497 0.0 0.0 0.0
H -5.62368 4.44149 4.44495 0.0 0.0 0.0
H -1.67084 4.92946 2.78210 0.0 0.0 0.0
H -2.71684 6.27180 3.28700 0.0 0.0 0.0
H -3.07625 5.36175 1.80650 0.0 0.0 0.0
H -4.23426 0.71173 1.76173 -0.1 0.0 0.1
H -4.41667 -0.26701 3.21746 0.0 0.0 0.0
H -2.84330 0.43280 2.80542 0.0 -0.1 0.0
C -0.53168 -4.00892 0.51255 0.0 0.0 0.0
C -2.06430 -3.90824 0.45785 -0.1 0.2 0.1
C -2.62837 -4.57450 -0.80661 0.0 -0.1 0.1
C -2.34993 -3.79421 -2.08662 0.0 0.0 0.0
C -2.84341 -2.35575 -1.96816 0.0 0.1 0.0
C -2.26396 -1.61870 -0.75099 -0.1 -0.1 0.2
N -2.53674 -2.47572 0.45749 0.2 -0.1 -0.4
O -3.66280 -2.27261 1.01467 -0.1 0.1 0.2
C -0.77287 -1.36081 -0.92784 0.1 0.0 0.0
C -2.96718 -0.28282 -0.54792 0.1 0.0 -0.1
C -2.63862 -4.57720 1.70282 0.0 0.0 -0.1
H -0.26064 -4.87313 1.12005 0.0 0.0 -0.1
H -0.07444 -4.13608 -0.46800 0.0 0.0 0.0
H -0.09483 -3.12732 0.97903 0.0 0.0 0.1
H -3.70983 -4.68345 -0.67783 0.0 0.0 0.0
H -2.20636 -5.58235 -0.86807 0.0 0.0 0.0
H -1.28440 -3.81371 -2.33245 0.0 0.0 0.0
H -2.86416 -4.28238 -2.91760 0.0 0.0 0.0
H -2.58187 -1.78338 -2.86298 0.0 0.0 0.0
H -3.93463 -2.34908 -1.88418 0.0 0.0 0.0
H -0.33549 -0.95399 -0.01385 0.0 0.0 0.0
H -0.63918 -0.62707 -1.72544 0.0 0.1 0.0
H -0.21622 -2.24205 -1.22116 0.1 0.0 0.0
H -4.04558 -0.40249 -0.49257 0.0 0.0 0.0
H -2.72038 0.36455 -1.39249 0.0 0.0 0.0
H -2.62916 0.19892 0.37047 0.0 0.0 -0.1
H -2.30094 -4.06552 2.60514 0.0 0.0 0.0
H -2.27939 -5.60820 1.73027 0.0 0.0 0.0
H -3.72407 -4.57521 1.69539 0.0 0.0 0.0
C 4.30320 -1.68545 -3.80368 0.3 -0.2 -0.1
C 3.50541 -2.38406 -2.69386 0.7 -0.1 -1.2
C 4.38750 -3.32606 -1.85973 0.1 0.1 0.1
C 4.80258 -4.59431 -2.59794 -0.1 0.0 -0.1
C 3.58763 -5.33560 -3.14703 0.0 -0.1 0.0
C 2.69899 -4.45830 -4.04037 0.0 0.1 0.1
N 2.37821 -3.21551 -3.25298 0.4 0.2 0.1
O 1.37556 -3.32722 -2.47967 -0.4 0.0 0.1
C 3.38575 -4.14161 -5.36668 0.0 0.0 0.0
C 1.38146 -5.16421 -4.34344 0.1 0.0 0.0
C 2.88814 -1.31630 -1.79400 -2.8 -10.6 -5.4
H 4.61458 -0.70366 -3.44746 0.2 -0.6 -0.3
H 5.20223 -2.23064 -4.08677 0.0 0.0 0.0
H 3.69657 -1.53640 -4.69513 0.0 0.1 0.0
H 3.82921 -3.60209 -0.96003 0.0 0.0 0.0
H 5.26529 -2.76074 -1.53383 -0.1 -0.1 0.0
H 5.50572 -4.36184 -3.40246 0.0 0.0 0.0
H 5.33922 -5.24733 -1.90717 0.0 0.0 0.0
H 3.89438 -6.20940 -3.72892 0.0 0.0 0.1
H 2.97874 -5.69846 -2.31353 0.0 0.0 0.0
H 2.80684 -3.41272 -5.93524 0.0 0.0 0.0
H 3.43441 -5.06387 -5.94721 0.0 0.0 0.0
H 4.39883 -3.76853 -5.25679 0.0 0.0 0.0
H 0.88140 -5.48610 -3.43481 0.0 0.0 0.0
H 1.59346 -6.03752 -4.96373 0.0 0.0 0.0
H 0.70673 -4.50373 -4.88930 0.0 0.0 0.0
H 2.19749 -0.68772 -2.35847 -1.0 -1.5 0.7
H 3.69428 -0.68900 -1.40742 4.3 -11.9 -7.8
H 2.34687 -1.75496 -0.96101 -1.7 -6.5 -5.8
```
Forces are in eV/Å.